[1]
C9H10N2O | ωB97M-V with the def2-TZVPD basis set

Atoms and positions in Å:
C 2.595 -0.514 -0.741
C 2.327 -1.647 0.064
C 1.783 0.579 -0.732
C 1.122 -1.668 0.665
C 0.569 0.686 0.070
C 0.078 -0.715 0.438
C -2.826 0.366 0.002
C 0.341 1.866 0.693
C -2.387 -0.932 -0.001
N -3.848 0.762 -0.600
N -1.145 -1.270 0.370
O 0.867 3.061 0.333
H 3.470 -0.390 -1.460
H 2.882 -2.535 0.127
H 2.013 1.389 -1.495
H 0.933 -2.675 0.929
H -1.978 1.066 0.296
H -0.495 2.001 1.257
H -2.977 -1.845 -0.109
H -4.094 1.752 -0.545
H -0.989 -2.281 0.528
H 1.759 2.942 -0.087

Results
Kohn-Sham gap (alpha / beta), eV: 6.55 / 6.47
LUMO energy (alpha / beta), eV: -0.4 / -0.3
E_HOMO (alpha / beta), Eh: -0.2558 / -0.2474
2S+1: 1

---

[2]
C13H32O8S | ωB97M-V with the def2-TZVPD basis set

Atoms and positions in Å:
C 4.369 -0.521 1.903
C 3.128 0.525 1.624
O 3.692 1.877 1.491
C 3.436 2.407 0.122
C 1.805 2.724 -0.043
O 1.134 1.855 -1.015
C 0.077 1.030 -0.426
O -1.201 1.452 -1.046
S -2.271 0.115 -1.209
O -2.059 -0.910 -0.028
O -3.838 0.805 -1.150
C -4.483 0.584 0.157
O -3.872 1.388 1.262
C -4.928 1.851 2.198
H 4.477 -1.256 0.979
H 5.354 0.114 2.019
H 4.118 -1.112 2.907
H 2.567 0.130 0.662
H 2.341 0.441 2.510
H 3.804 1.558 -0.623
H 4.103 3.362 -0.070
H 1.311 2.781 1.014
H 1.762 3.832 -0.483
H 0.348 -0.107 -0.667
H -0.040 1.099 0.734
H -4.604 -0.553 0.452
H -5.593 1.010 0.053
H -5.775 2.476 1.675
H -4.394 2.602 2.955
H -5.366 0.987 2.878
C 1.379 -4.000 4.064
C 1.400 -2.481 4.139
C 0.027 -1.925 4.483
O 1.823 -1.952 2.885
H 0.691 -4.344 3.284
H 2.371 -4.385 3.804
H 1.072 -4.438 5.019
H 2.126 -2.159 4.893
H -0.709 -2.196 3.717
H 0.054 -0.830 4.521
H -0.320 -2.301 5.450
H 1.183 -2.233 2.210
C 0.261 0.708 -5.705
C -0.690 -0.466 -5.873
C -2.071 -0.002 -6.307
O -0.795 -1.170 -4.638
H -0.100 1.397 -4.934
H 1.248 0.360 -5.381
H 0.376 1.261 -6.643
H -0.286 -1.164 -6.615
H -2.515 0.662 -5.557
H -2.749 -0.857 -6.412
H -2.027 0.529 -7.263
H -1.152 -0.558 -3.974

Results
Kohn-Sham gap, eV: 9.88
LUMO energy, eV: 0.6
E_HOMO, Eh: -0.3420
2S+1: 1

---

[3]
C4H12N2O2 | ωB97M-V with the def2-TZVPD basis set

Atoms and positions in Å:
C 2.273 0.715 0.606
C 1.166 -0.271 0.214
N 0.026 -0.104 1.084
C -1.055 -0.998 0.828
C -1.361 -1.330 -0.707
N -1.613 -0.025 -1.281
O -0.473 -2.121 -1.173
H 1.897 1.718 0.412
H 3.304 0.579 0.256
H 2.398 0.768 1.705
H 1.348 -1.345 0.126
H 0.932 0.087 -0.820
H -0.238 0.881 0.904
H -1.927 -0.467 1.220
H -0.987 -2.016 1.230
H -1.471 -0.198 -2.273
H -2.357 -1.833 -0.715
H -1.094 0.816 -0.887
H -0.681 2.953 -0.351
O -0.087 2.192 -0.377

Results
Kohn-Sham gap, eV: 5.07
LUMO energy, eV: -3.8
E_HOMO, Eh: -0.3263
2S+1: 1

---

[4]
C22H59GaN3O9S | ωB97M-V with the def2-TZVPD basis set

Atoms and positions in Å:
N -0.327 2.250 -0.335
C -1.405 1.443 -0.715
C -1.579 0.882 -2.281
Ga -0.671 -1.004 -2.273
C -0.767 -1.995 -4.084
C 0.138 -3.389 -3.889
S 1.975 -2.902 -3.784
C 2.482 -3.497 -2.055
N 3.565 -4.475 -1.635
N 3.476 -4.575 -0.248
C 2.350 -3.684 0.226
O 1.713 -2.982 -0.899
H -0.408 2.450 0.703
H -2.149 1.155 0.150
H -2.709 0.838 -2.615
H -0.911 1.568 -2.980
H 0.902 -0.732 -1.972
H -1.369 -1.841 -1.090
H -0.291 -1.307 -4.908
H -1.882 -2.247 -4.346
H -0.222 -3.886 -2.867
H -0.084 -4.135 -4.763
H 1.955 -3.531 1.337
C -1.315 5.244 -4.747
C -1.315 4.089 -3.767
O -2.190 3.068 -4.221
H -2.325 5.651 -4.862
H -0.648 6.042 -4.410
H -0.992 4.910 -5.739
H -1.659 4.422 -2.783
H -0.311 3.668 -3.657
H -1.871 2.773 -5.091
C -0.158 -2.089 3.896
C -0.153 -1.130 2.723
O -1.160 -0.144 2.898
H -1.134 -2.576 3.991
H 0.611 -2.857 3.774
H 0.024 -1.554 4.834
H -0.356 -1.664 1.791
H 0.816 -0.629 2.630
H -0.965 0.330 3.724
C 0.479 -7.049 0.809
C 1.213 -8.249 0.246
O 1.744 -7.936 -1.033
H -0.333 -6.747 0.139
H 0.059 -7.275 1.793
H 1.152 -6.191 0.901
H 0.532 -9.097 0.135
H 2.035 -8.549 0.904
H 2.354 -7.187 -0.922
C -3.922 6.085 0.198
C -3.044 6.536 -0.951
O -1.741 5.988 -0.809
H -3.495 6.400 1.156
H -4.929 6.503 0.106
H -3.994 4.993 0.225
H -2.957 7.626 -0.961
H -3.458 6.213 -1.911
H -1.829 5.020 -0.809
C 3.133 2.721 3.736
C 2.091 2.166 4.685
O 2.207 0.753 4.761
H 3.012 2.289 2.737
H 3.053 3.809 3.662
H 4.141 2.463 4.075
H 1.084 2.407 4.331
H 2.212 2.584 5.689
H 3.102 0.550 5.085
C -2.004 10.771 0.229
C -3.047 10.216 1.178
O -2.930 8.803 1.254
H -2.125 10.339 -0.770
H -2.084 11.859 0.155
H -0.996 10.513 0.568
H -4.053 10.457 0.824
H -2.925 10.633 2.182
H -2.035 8.600 1.578
C -2.953 -8.961 2.401
C -2.027 -9.943 3.087
O -0.768 -9.334 3.332
H -2.520 -8.621 1.454
H -3.927 -9.417 2.201
H -3.101 -8.070 3.020
H -1.864 -10.822 2.455
H -2.447 -10.278 4.041
H -0.923 -8.560 3.901
C 6.180 -0.274 -1.415
C 5.043 -0.732 -2.305
O 5.194 -2.110 -2.614
H 7.144 -0.436 -1.908
H 6.081 0.787 -1.171
H 6.198 -0.850 -0.483
H 5.042 -0.170 -3.244
H 4.077 -0.586 -1.814
H 5.186 -2.601 -1.775

Results
Kohn-Sham gap, eV: 7.04
LUMO energy, eV: 2.2
E_HOMO, Eh: -0.1780
Total charge: -1
2S+1: 1

---

[5]
C4H8N2O | ωB97M-V with the def2-TZVPD basis set

Atoms and positions in Å:
C -1.070 -1.165 0.097
C -0.249 0.103 0.099
C 1.171 -0.049 0.516
N 2.108 -0.153 -0.450
O 1.345 -0.010 1.720
C -0.751 1.117 -0.808
N -0.681 1.118 0.996
H -2.139 -0.926 0.016
H -0.796 -1.810 -0.741
H -0.896 -1.683 1.042
H 1.843 0.055 -1.402
H 3.070 -0.059 -0.170
H -0.130 1.949 -1.137
H -1.570 0.885 -1.503
H -1.255 0.629 1.725

Results
Kohn-Sham gap, eV: 9.73
LUMO energy, eV: 0.6
E_HOMO, Eh: -0.3337
Structure (SMILES): C[C@@]1(C(N)=O)CN1
2S+1: 1

---

[6]
C23H16BrIN3O3SY | ωB97M-V with the def2-TZVPD basis set

Atoms and positions in Å:
Y 0.127 0.361 -0.585
C -2.810 -3.195 -1.216
C -3.789 -2.701 -2.059
C -3.753 -1.367 -2.436
C -2.740 -0.555 -1.959
N -1.782 -1.041 -1.144
C -1.821 -2.332 -0.785
C -2.633 0.892 -2.301
C -3.626 1.571 -2.987
C -3.474 2.925 -3.242
C -2.335 3.574 -2.794
C -1.389 2.834 -2.115
N -1.522 1.522 -1.876
H -2.806 -4.228 -0.900
H -4.577 -3.346 -2.424
H -4.510 -0.978 -3.100
H -1.028 -2.666 -0.129
H -4.521 1.062 -3.311
H -4.244 3.466 -3.774
H -2.182 4.631 -2.958
H -0.498 3.314 -1.726
Br 2.195 1.920 -2.055
C 3.449 0.613 -1.435
C 4.545 1.081 -0.731
C 5.479 0.170 -0.263
C 5.306 -1.188 -0.487
C 4.201 -1.650 -1.183
C 3.267 -0.745 -1.668
I 1.624 -1.499 -2.734
H 4.668 2.140 -0.556
H 6.343 0.528 0.280
H 6.033 -1.898 -0.118
H 4.068 -2.710 -1.353
O -0.276 1.956 1.117
C 0.474 1.267 1.852
N 1.554 0.678 1.272
S 1.597 -0.853 1.845
O 2.871 -1.449 2.005
O 0.674 -1.494 0.853
C 0.726 -0.523 3.335
C 0.557 -1.303 4.456
C -0.226 -0.762 5.475
C -0.819 0.489 5.344
C -0.654 1.255 4.193
C 0.147 0.736 3.195
H 1.013 -2.279 4.551
H -0.373 -1.328 6.384
H -1.418 0.877 6.157
H -1.112 2.229 4.093

Results
Kohn-Sham gap, eV: 8.48
LUMO energy, eV: -6.5
E_HOMO, Eh: -0.5500
Total charge: +2
2S+1: 1

---

[7]
C4H2LaO2 | ωB97M-V with the def2-TZVPD basis set

Atoms and positions in Å:
O -3.100 1.249 0.336
C -1.933 1.273 -0.110
H -1.407 2.252 -0.202
C 0.445 -0.059 -0.914
C -0.652 -1.017 -0.759
C -1.088 0.168 -0.257
O -1.396 -1.938 -0.108
La 2.654 0.196 0.482
H 0.590 0.300 -1.950

Results
Kohn-Sham gap (alpha / beta), eV: 5.71 / 6.26
LUMO energy (alpha / beta), eV: -5.9 / -5.8
E_HOMO (alpha / beta), Eh: -0.4254 / -0.4423
Total charge: +1
2S+1: 1

---

[8]
C4H4O | ωB97M-V with the def2-TZVPD basis set

Atoms and positions in Å:
C -0.167 1.242 0.434
C -0.042 0.788 1.733
C 0.146 -1.038 -0.148
C -0.029 0.352 -0.601
O 0.248 -1.157 1.176
H -0.343 2.296 0.274
H -0.752 -1.577 -0.538
H 0.996 -1.510 -0.679
H -0.057 0.604 -1.651

Results
Kohn-Sham gap, eV: 8.40
LUMO energy, eV: -1.4
E_HOMO, Eh: -0.3598
2S+1: 1